{"formula": "C3H5NO2", "method": "ωB97M-V with the def2-TZVPD basis set", "smiles": "C[C@@]1(O)NC1=O", "homo_ha": -0.3537, "homo_lumo_gap_ev": 10.17, "relative_energy_kj_mol": 297.6, "lumo_energy_ev": 0.55, "charge": 0, "energy_ha": -322.4610, "species": ["C", "C", "O", "N", "C", "O", "H", "H", "H", "H", "H"], "coordinates": [[0.900, -1.074, 0.646], [-0.024, 0.247, 0.026], [0.442, 1.387, 0.547], [-0.454, 0.140, -1.384], [-1.403, 0.168, -0.431], [-2.632, 0.117, -0.390], [0.933, -1.919, -0.099], [0.551, -1.397, 1.569], [1.972, -0.604, 0.760], [-0.222, 2.070, 0.794], [-0.063, 0.865, -2.037]], "mulliken_charge": [-0.964, 0.926, -0.544, -0.411, 0.017, -0.553, 0.309, 0.290, 0.287, 0.349, 0.295]}